No. 1
The following is a quantum chemistry calculation of 2 unconnected molecules or ions with the total composition C5H16N3 in a non-equilibrium geometry, from the OMol25 dataset.

Calculated values
ΔE to the lowest compared entry with this formula, charge and spin	91.13	kJ/mol
frontier orbital gap	11.205	eV
HOMO energy	-14.269	eV
E_tot	-9908.7716	eV

The geometry in ORCA input format:
```
! RIJCOSX wB97M-V def2-TZVPD def2/J DEFGRID3
* xyz 1 1
C -1.52148 -0.84544 0.71026
C 0.42997 -1.76777 -0.36631
N -0.68767 -1.01877 -0.49654
N 0.56787 -2.61068 0.64925
N 1.34307 -1.72880 -1.32692
H -0.43803 -0.14690 -0.95974
H -0.17501 -2.86016 1.27127
H 1.30856 -3.29476 0.63018
H 1.22954 -1.08908 -2.09274
H 2.17507 -2.29321 -1.34984
H -0.80638 -0.65314 1.51388
H -2.19911 -1.63884 1.01015
H -2.05848 0.07820 0.57592
C -0.50789 2.51580 0.53916
C 0.90238 2.54164 1.16217
C -0.63085 2.41425 -0.98631
H -1.06130 3.35434 0.91458
H -0.88295 1.60093 0.99907
H 0.98323 2.11862 2.16402
H 1.64114 1.94995 0.60951
H 0.23773 2.50862 -1.62877
H -1.28275 3.25895 -1.22604
H 1.25064 3.56924 1.25300
H -1.18511 1.56003 -1.39356
*
```

No. 2
The following is a quantum chemistry calculation of 2 unconnected molecules or ions with the total composition C3H9NO3 in a non-equilibrium geometry, from the OMol25 dataset.

Calculated values
ΔE to the lowest compared entry with this formula, charge and spin	137.19	kJ/mol
frontier orbital gap	9.495	eV
HOMO energy	-9.069	eV
structure (SMILES)	CNCC(=O)O.O
E_tot	-10889.1596	eV

The geometry in ORCA input format:
```
! RIJCOSX wB97M-V def2-TZVPD def2/J DEFGRID3
* xyz 0 1
C 0.75874 -1.96247 -0.16394
N -0.65883 -1.53918 -0.19580
C -0.78177 -0.22411 0.45566
C -1.68074 0.64260 -0.33719
O -2.22807 0.28430 -1.35985
O -1.84970 1.89702 0.11165
H 0.81668 -3.04621 -0.15516
H 1.18849 -1.40748 0.67645
H 1.32710 -1.75066 -1.08863
H -0.98933 -1.38222 -1.13212
H 0.17992 0.38965 0.42369
H -1.18682 -0.24931 1.50414
H -2.44125 2.37828 -0.48663
O 2.54700 1.68961 0.89951
H 1.99319 2.50791 0.83677
H 3.00540 1.77229 0.01146
*
```

No. 3
The following is a quantum chemistry calculation of a gas-phase ion, C2H7ClOPS (charge -1), from the OMol25 dataset.

Calculated values
frontier orbital gap	7.756	eV
HOMO energy	-4.276	eV
E_tot	-36880.8745	eV

The geometry in ORCA input format:
```
! RIJCOSX wB97M-V def2-TZVPD def2/J DEFGRID3
* xyz -1 1
O 2.01607 -1.28990 1.44161
C 1.85584 -0.59176 0.49567
Cl 2.74622 -1.06974 -1.04695
C 1.08550 0.63105 0.32481
P -0.76594 0.18099 -0.24257
S -2.93648 -0.18887 -0.97305
H 1.49843 1.28599 -0.43862
H 1.00033 1.12749 1.29468
H -1.17767 0.03944 1.14706
H -0.49712 -1.24065 -0.30461
H -0.40573 0.30918 -1.65124
H -1.04551 1.60808 -0.18252
H -3.37396 -0.80129 0.13575
*
```

No. 4
The following is a quantum chemistry calculation of C5H7NO in the gas phase in a non-equilibrium geometry, from the OMol25 dataset.

Calculated values
ΔE to the lowest compared entry with this formula, charge and spin	299.89	kJ/mol
frontier orbital gap (alpha / beta)	8.229 / 8.230	eV
HOMO energy (alpha / beta)	-7.369 / -7.370	eV
structure (SMILES)	Cc1occc1N
E_tot	-8833.0947	eV

The geometry in ORCA input format:
```
! RIJCOSX wB97M-V def2-TZVPD def2/J DEFGRID3
* xyz 0 1
C -1.36254 -1.08981 0.08703
C -0.39286 -0.16095 0.81874
O 0.65223 -1.03095 1.20916
C 1.64477 -0.80550 0.36737
C 1.59744 0.45241 -0.17513
C 0.22936 0.85275 0.09402
N -0.48748 1.88401 -0.44811
H -2.31800 -0.60488 -0.06405
H -0.99931 -1.41004 -0.92667
H -1.51378 -2.01613 0.65030
H 1.99691 -1.74726 -0.03380
H 2.41530 0.98008 -0.66461
H -0.07027 2.68345 -0.88828
H -1.39177 2.01282 -0.02598
*
```

No. 5
The following is a quantum chemistry calculation of C4H7NO3 in the gas phase in a non-equilibrium geometry, from the OMol25 dataset.

Calculated values
ΔE to the lowest compared entry with this formula, charge and spin	352.32	kJ/mol
frontier orbital gap	10.481	eV
HOMO energy	-10.012	eV
structure (SMILES)	C=NO[C@@H](C)C(=O)O
E_tot	-11891.6260	eV

The geometry in ORCA input format:
```
! RIJCOSX wB97M-V def2-TZVPD def2/J DEFGRID3
* xyz 0 1
C -2.90968 -0.41169 0.03746
N -1.60112 -0.29971 0.18393
O -0.96815 0.62346 -0.64110
C 0.40666 0.69255 -0.45802
C 0.72755 1.77147 0.70324
C 1.25356 -0.50064 -0.14084
O 2.47851 -0.47702 -0.26439
O 0.77298 -1.62732 0.35776
H -3.50167 0.35672 -0.49125
H -3.38766 -1.09976 0.76332
H 0.78767 1.14712 -1.34352
H 0.06477 2.56786 0.54464
H 0.44677 1.29338 1.62087
H 1.83068 2.04353 0.62270
H -0.16804 -1.67400 0.52655
*
```

No. 6
The following is a quantum chemistry calculation of 6 unconnected molecules or ions with the total composition C21H59N7O6 in a non-equilibrium geometry, from the OMol25 dataset.

Calculated values
ΔE to the lowest compared entry with this formula, charge and spin	567.18	kJ/mol
frontier orbital gap	9.515	eV
HOMO energy	-9.048	eV
structure (SMILES)	COC[C@H](C)N.COC[C@H](C)N.COC[C@H](C)N.COC[C@H](C)N.COC[C@H](C)N.NC(N)=O
E_tot	-45442.7037	eV

The geometry in ORCA input format:
```
! RIJCOSX wB97M-V def2-TZVPD def2/J DEFGRID3
* xyz 0 1
C 2.28504 3.76614 -7.55801
O 3.58544 3.99406 -7.09573
C 4.26759 3.09483 -6.14213
C 4.07343 1.64120 -6.53443
C 4.88407 0.71922 -5.68842
N 4.54204 1.30202 -7.85735
H 1.93097 4.71097 -7.97035
H 1.56575 3.28898 -6.89239
H 2.32019 3.13193 -8.44382
H 5.30762 3.27159 -6.41633
H 4.16354 3.19853 -5.06207
H 2.99826 1.46345 -6.55692
H 4.53848 0.87132 -4.66590
H 5.94473 0.96052 -5.75828
H 4.68415 -0.34179 -5.83802
H 4.44499 2.14976 -8.39771
H 3.90389 0.62581 -8.25181
C 2.97843 5.58605 4.84657
O 3.05428 5.81787 6.25798
C 3.92459 6.90894 6.63597
C 3.81831 7.13668 8.12125
C 2.47056 7.74611 8.49786
N 4.82180 7.90102 8.72951
H 2.52989 4.60193 4.71082
H 3.93025 5.66672 4.32156
H 2.41525 6.37921 4.35480
H 4.89191 6.60177 6.23843
H 3.67864 7.78748 6.03951
H 3.80802 6.16247 8.61004
H 2.54670 8.32949 9.41544
H 1.67970 7.05573 8.79113
H 2.07166 8.42736 7.74628
H 5.65692 7.33319 8.74505
H 4.74476 8.12048 9.71236
C -4.58120 -9.34044 -7.69950
O -3.88027 -8.68569 -6.63479
C -4.83862 -8.18945 -5.65556
C -4.19450 -7.10403 -4.60979
C -5.20079 -6.64245 -3.49820
N -3.81062 -5.90600 -5.31837
H -4.02632 -9.78486 -8.52575
H -5.39401 -8.76281 -8.13972
H -5.27190 -10.10768 -7.34970
H -5.72617 -7.77132 -6.13043
H -5.21106 -9.05946 -5.11476
H -3.33002 -7.42910 -4.03091
H -4.68407 -6.10314 -2.70431
H -5.64291 -7.49342 -2.98005
H -5.99376 -6.04920 -3.95356
H -3.15825 -6.20456 -6.02927
H -4.51923 -5.48493 -5.90204
C -6.85522 4.16434 5.41194
O -6.55550 5.09451 4.35307
C -5.36973 4.81698 3.53245
C -5.21591 6.15238 2.76746
C -4.15063 6.08032 1.63044
N -4.68009 7.02325 3.84150
H -7.21532 3.24933 4.94164
H -7.63950 4.58990 6.03796
H -6.06130 3.95657 6.12931
H -4.50449 4.65343 4.17487
H -5.53041 3.96150 2.87637
H -6.01889 6.50920 2.12247
H -4.10111 6.99282 1.03632
H -4.38540 5.38157 0.82749
H -3.10836 5.98206 1.93390
H -5.10368 6.73697 4.71253
H -3.70505 6.77492 3.92937
C 3.77823 -8.97080 4.09369
O 3.30798 -7.58464 3.74545
C 3.63975 -7.13225 2.44855
C 3.48156 -5.60392 2.26343
C 2.07786 -4.97131 2.55455
N 3.89173 -5.20476 0.95848
H 3.50738 -9.69751 3.32778
H 3.17677 -9.14848 4.98519
H 4.84224 -8.97721 4.33021
H 4.66498 -7.30133 2.11928
H 3.06091 -7.52052 1.61052
H 4.20972 -5.17922 2.95445
H 1.38826 -5.14846 1.72922
H 2.02679 -3.88576 2.63878
H 1.88377 -5.26781 3.58532
H 4.22423 -4.25107 0.95244
H 4.71089 -5.79546 0.97046
N -2.60520 -0.38563 -1.95620
C -1.32045 -0.38806 -1.96241
N -0.83939 -1.35041 -2.70091
O -0.58156 0.54168 -1.74476
H -3.13726 -1.23556 -2.07717
H -2.94737 0.52473 -1.68369
H 0.17008 -1.36708 -2.72910
H -1.40944 -2.11171 -3.04085
*
```

No. 7
The following is a quantum chemistry calculation of a molecular structure, C16H21NO3S in a non-equilibrium geometry, from the OMol25 dataset.

Calculated values
ΔE to the lowest compared entry with this formula, charge and spin	1868.22	kJ/mol
frontier orbital gap	8.784	eV
HOMO energy	-8.363	eV
E_tot	-35382.9886	eV

The geometry in ORCA input format:
```
! RIJCOSX wB97M-V def2-TZVPD def2/J DEFGRID3
* xyz 0 1
C 1.70041 -5.88137 0.05502
H 2.23665 -6.67102 0.62099
O 0.87142 -5.34313 0.80236
C 0.00041 -4.27000 0.17221
C 0.02232 -3.82140 -1.34314
C -0.89513 -2.81321 -1.59025
C -1.91829 -2.16463 -0.68721
C -1.67269 -2.64433 0.50320
C -0.81663 -3.57191 1.02188
H -0.96753 -3.93573 2.06249
H -2.33679 -2.20711 1.39388
C -2.49045 -1.12171 -1.25980
N -2.31132 0.18149 -1.04010
H -2.18776 0.12484 0.25293
C -0.86760 0.56549 -1.44536
H -0.99313 0.39952 -2.31635
C -0.95434 2.08147 -1.22187
O -1.93908 2.78398 -1.74842
H -2.55427 2.07692 -1.61183
H 0.08732 2.41741 -1.53290
C -0.67937 2.50828 0.27369
O 0.13904 1.76304 1.31471
C 1.56685 1.94103 1.05017
C 1.82946 3.39911 1.53329
C 2.37150 4.40251 0.47964
C 2.38629 5.53425 1.28666
C 2.24917 5.45261 2.52390
S 2.16816 3.68266 3.09566
H 2.49451 6.19034 3.50799
H 2.49471 6.55415 0.87031
H 2.15503 4.37243 -0.48490
H 2.09593 1.27608 1.45721
H 1.82574 1.77834 -0.07605
H -1.80699 2.36497 0.68930
H -0.54838 3.58143 0.38075
H 0.01413 -0.07435 -0.70836
H -3.55837 -1.37371 -1.01977
H -2.83609 -1.21012 -2.13615
H -0.73938 -2.61134 -2.59064
H 0.82799 -4.23947 -1.62081
H 2.32038 -5.19180 -0.36467
H 1.21617 -6.28602 -0.54965
*
```

No. 8
The following is a quantum chemistry calculation of a molecular structure, C42H49AuN3O2P2SSi2, from the OMol25 dataset.

Calculated values
ΔE to the lowest compared entry with this formula, charge and spin	3.30	kJ/mol
frontier orbital gap (alpha / beta)	6.315 / 6.316	eV
HOMO energy (alpha / beta)	-4.849 / -4.850	eV
E_tot	-101781.2216	eV

The geometry in ORCA input format:
```
! RIJCOSX wB97M-V def2-TZVPD def2/J DEFGRID3
* xyz -1 1
Au -0.51164 -1.30355 -0.94449
C -0.44374 -4.28473 2.65574
Si 0.58633 -2.75343 2.98658
C 2.39967 -3.13475 2.65117
C 0.43737 -2.36863 4.82347
N -0.01337 -1.52922 1.98894
P 0.37520 -0.04196 1.71185
C 0.01898 0.37327 0.06618
P -0.08477 1.77205 -0.95431
N -0.48349 1.40188 -2.41284
Si -0.53789 2.17534 -3.91047
C -2.22746 1.89918 -4.67272
C 0.79407 1.48606 -5.05500
C -0.28891 4.03459 -3.81848
C -1.24451 2.98633 -0.23260
C -1.10974 4.35872 -0.43624
C -2.07236 5.23856 0.04035
C -3.18166 4.75189 0.71998
C -3.33239 3.38529 0.91052
C -2.37041 2.50831 0.43199
C 1.53771 2.61858 -0.88234
C 1.89383 3.55641 0.08125
C 3.17636 4.08895 0.11326
C 4.11514 3.69133 -0.82669
C 3.76930 2.75796 -1.79615
C 2.48969 2.22474 -1.82219
C 2.12911 0.34237 2.04603
C 3.05355 0.34001 1.00855
C 4.40133 0.55471 1.26950
C 4.83200 0.76031 2.57150
C 3.91631 0.74449 3.61850
C 2.57116 0.53808 3.35539
C -0.51507 1.07829 2.85389
C -0.06329 2.34554 3.20710
C -0.82813 3.17017 4.02096
C -2.05031 2.72391 4.50308
C -2.50096 1.45268 4.17137
C -1.73728 0.63335 3.35264
H 0.09944 -5.20564 2.88738
H -0.74618 -4.31045 1.60588
H -1.35573 -4.26943 3.25709
H 2.68693 -4.12077 3.02804
H 3.04816 -2.39178 3.12136
H 2.60572 -3.10968 1.57775
H 0.38845 -3.28964 5.41214
H -0.47184 -1.79546 5.02168
H 1.28930 -1.78786 5.18593
H -2.50435 0.84804 -4.59037
H -2.26869 2.18518 -5.72773
H -2.97791 2.48071 -4.13150
H 1.19920 0.55647 -4.65108
H 1.62663 2.18571 -5.16799
H 0.40574 1.27779 -6.05610
H -1.13814 4.51296 -3.32442
H -0.19010 4.46947 -4.81768
H 0.61371 4.28329 -3.25391
H -0.24707 4.74357 -0.96664
H -1.95812 6.30371 -0.12068
H -3.92826 5.43844 1.10051
H -4.19489 2.99961 1.43932
H -2.48214 1.43960 0.57320
H 1.15639 3.89617 0.79241
H 3.44135 4.81412 0.87287
H 5.11340 4.11113 -0.80775
H 4.49835 2.44580 -2.53387
H 2.22159 1.47167 -2.55443
H 2.70855 0.15353 -0.00212
H 5.11006 0.57151 0.45111
H 5.88249 0.92992 2.77503
H 4.25348 0.89195 4.63728
H 1.85510 0.53036 4.16957
H 0.90609 2.67979 2.86843
H -0.46996 4.15951 4.27877
H -2.64540 3.36204 5.14509
H -3.45148 1.09688 4.55018
H -2.08790 -0.35425 3.07565
S -3.91799 -1.88835 2.07985
C -2.95432 -1.66727 0.80730
N -2.34170 -1.49013 -0.18246
C -3.89213 -5.19783 -1.49165
C -2.59052 -4.53762 -1.84974
C -1.43400 -4.81665 -1.12582
C -0.23942 -4.17053 -1.39361
C 1.00249 -4.45391 -0.59259
C -0.20569 -3.20445 -2.42266
C -1.35710 -2.93131 -3.18321
C -1.31416 -1.94791 -4.31522
C -2.53073 -3.60996 -2.87988
C 1.10586 -2.48143 -2.71572
O 1.89313 -2.88370 -3.54347
O 1.26669 -1.42085 -1.96500
H -3.72653 -6.12608 -0.94550
H -4.47995 -5.41884 -2.38323
H -4.48616 -4.53843 -0.85461
H -1.47248 -5.53827 -0.31729
H 0.84960 -5.29683 0.07946
H 1.27210 -3.58377 0.01199
H 1.84598 -4.66870 -1.25027
H -0.65586 -1.11137 -4.09223
H -2.30945 -1.55698 -4.51667
H -0.93955 -2.42889 -5.22199
H -3.42717 -3.38589 -3.44759
*
```